1.
60
Properties=species:S:1:pos:R:3:forces:R:3:mulliken_charge:R:1 method="wB97M-V/def2-TZVPD" homo_lumo_gap_ev=7.346 e_lumo_ev=-0.3010 total_charge=0
Br 2.626 -0.904 -6.838 -0.0273 0.0186 -0.0018 -0.24
Br -2.160 1.183 -4.684 0.0006 -0.0355 -0.0264 -0.16
Zn -0.870 -1.728 -0.815 0.1124 0.0208 0.1105 -0.50
P -0.125 0.038 0.847 0.0818 -0.1332 0.0509 1.95
O -1.461 -0.756 -2.393 -0.1204 0.0546 0.0058 -0.74
N 0.685 -2.316 -2.114 0.0578 -0.0775 0.2046 -0.53
C -0.241 -1.070 2.276 -0.1275 -0.0121 -0.0135 0.99
C 0.575 -1.602 -3.259 -0.0080 0.1212 -0.2069 0.76
C 2.731 -3.245 -2.889 0.0106 0.0566 -0.1231 -0.80
C 1.553 -1.670 -4.278 -0.1067 0.0691 0.0039 0.97
C -0.097 2.628 2.885 -0.0252 0.0230 0.0099 -1.48
C -0.341 -2.937 4.325 -0.0300 -0.0591 -0.0185 -0.70
C 0.269 -0.048 -5.522 0.0537 0.0130 -0.0833 -0.36
C -3.979 1.297 1.438 -0.0920 0.0120 0.0041 -0.83
C -3.099 2.486 -0.451 0.0907 -0.0068 0.0011 -0.83
C -0.692 0.011 -4.503 0.0025 -0.0867 0.1685 -0.21
C -0.984 -2.253 2.085 0.1873 0.1122 0.1774 0.24
C -4.152 2.202 0.401 -0.0420 -0.0064 0.0270 -0.68
C 2.414 0.942 0.550 -0.0297 -0.0229 -0.0077 -1.00
C 0.399 -1.775 4.494 0.0420 0.0652 -0.0110 -0.84
C -2.754 0.678 1.610 0.0569 -0.0186 0.0429 -0.77
C -0.600 -0.762 -3.351 0.0967 0.0402 -0.1591 0.50
C -1.854 1.883 -0.290 -0.0572 0.0077 0.0969 0.76
C 0.449 -0.846 3.468 -0.0282 -0.0640 -0.0010 -1.19
C 2.648 -2.531 -4.056 -0.0011 -0.0718 0.1275 -0.70
C -0.726 2.250 -1.214 -0.0280 -0.0180 -0.0164 -1.39
C 1.226 1.196 1.235 -0.0309 0.0644 -0.0776 0.85
C 3.466 2.808 1.605 0.0322 -0.0013 -0.0105 -0.66
C -1.015 -3.170 3.138 0.0710 -0.0127 0.0561 -0.71
C 3.535 1.733 0.733 0.0490 0.0179 0.0009 -0.74
C -1.688 0.965 0.762 0.0482 0.1375 -0.1369 0.84
C 2.288 3.071 2.286 -0.0403 -0.0018 0.0146 -0.88
C 1.720 -3.104 -1.929 -0.0460 -0.0176 0.0224 -0.17
C 1.152 2.282 2.122 0.0250 -0.0113 -0.0371 1.22
C -1.708 -2.527 0.813 -0.2738 -0.2969 -0.2771 -1.53
C 1.359 -0.866 -5.427 0.0003 -0.0053 0.0247 -0.13
H 0.941 -1.600 5.414 -0.0022 0.0121 -0.0048 0.44
H 3.561 -3.909 -2.695 0.0066 0.0006 -0.0079 0.42
H -3.238 3.183 -1.270 -0.0040 0.0038 0.0086 0.45
H -2.718 -2.102 0.858 0.0441 0.0723 -0.0293 0.45
H 1.760 -3.648 -0.993 -0.0075 0.0140 0.0042 0.47
H 0.131 0.574 -6.395 0.0303 -0.0147 -0.0101 0.43
H -5.111 2.681 0.251 -0.0005 -0.0025 0.0041 0.39
H 4.329 3.444 1.757 0.0000 -0.0029 -0.0006 0.38
H -1.106 2.747 -2.106 0.0119 -0.0152 0.0234 0.43
H 1.048 0.048 3.579 -0.0002 0.0090 0.0369 0.37
H 3.415 -2.615 -4.813 0.0107 -0.0062 0.0007 0.34
H 0.141 3.289 3.717 -0.0018 0.0023 -0.0051 0.51
H 4.448 1.516 0.194 0.0007 0.0102 0.0047 0.43
H -2.625 -0.037 2.415 0.0300 0.0143 -0.0141 0.45
H 2.450 0.110 -0.145 -0.0010 0.0037 -0.0043 0.47
H -0.015 2.917 -0.721 0.0205 0.0127 0.0155 0.26
H -4.798 1.066 2.107 -0.0036 0.0058 -0.0088 0.43
H -0.387 -3.670 5.121 0.0042 0.0023 -0.0028 0.38
H -0.175 1.364 -1.535 0.0137 -0.0080 -0.0182 0.15
H -1.849 -3.605 0.700 -0.0392 0.0157 0.0584 0.70
H 2.244 3.912 2.969 -0.0041 -0.0040 0.0028 0.43
H -0.820 3.135 2.243 -0.0052 0.0007 0.0027 0.25
H -1.583 -4.085 3.013 -0.0036 0.0024 -0.0063 0.45
H -0.592 1.741 3.280 -0.0041 -0.0029 0.0084 0.22

2.
5
Properties=species:S:1:pos:R:3:forces:R:3:mulliken_charge:R:1 method="wB97M-V/def2-TZVPD" smiles=C#CC#N homo_lumo_gap_ev=11.329 e_lumo_ev=0.2706 total_charge=0
N -2.501 0.046 -0.026 4.3086 -0.7691 0.2851 -0.39
C 1.296 0.003 -0.036 0.1114 0.2358 0.5285 0.11
C 0.077 -0.154 -0.022 2.1632 0.5920 0.0987 0.05
C -1.322 -0.114 0.017 -3.4011 0.6842 -0.4815 -0.11
H 2.449 0.219 0.068 -3.1822 -0.7429 -0.4308 0.33

3.
79
Properties=species:S:1:pos:R:3:forces:R:3:mulliken_charge:R:1 method="wB97M-V/def2-TZVPD" multiplicity=4 homo_lumo_gap_ev="6.079 / 7.440" e_lumo_ev="-4.2295 / -3.0929" total_charge=+1
Te 3.088 0.888 0.705 -0.4956 -0.3252 -0.1734 0.24
Cr 1.022 -1.006 0.236 -1.4508 2.7038 5.1026 0.06
P 0.163 0.185 -2.528 0.6427 0.6996 -2.3368 1.07
P 2.171 -1.505 -1.421 2.9532 -0.8381 -4.6959 0.70
C -2.129 2.404 -0.887 0.0077 -0.3483 0.1074 -0.52
C 0.871 -2.925 1.320 -1.0441 0.2475 0.2092 0.16
C -0.094 -0.765 -4.151 -0.0777 -0.3602 0.3233 -1.73
C -1.407 -3.206 0.059 -0.2766 -0.0769 -0.3732 -1.71
C -5.086 2.407 -1.668 -0.4285 0.0980 0.2559 -0.84
C 0.289 -0.122 3.730 0.1215 0.8677 0.3142 -1.36
C -2.827 0.572 -2.582 -0.3919 -0.1719 0.0813 -0.25
C 3.363 1.623 5.020 0.0795 0.0246 -0.3602 -0.65
C -3.188 3.242 -0.225 -0.2876 0.5400 -0.2052 -0.78
C 0.359 -1.033 2.568 -0.5738 -0.8683 -0.9827 1.45
C 2.941 1.733 2.633 0.1623 0.1623 0.5264 -0.08
C 2.307 2.983 2.792 0.2877 -0.5992 0.2930 -0.37
C -0.418 -2.447 0.873 0.4479 0.0678 0.8729 0.81
C 2.525 -2.298 3.195 0.7968 -0.0353 0.1956 -1.60
C -4.485 3.204 -0.546 0.3749 0.1270 0.6191 -0.52
C 0.187 1.818 -3.477 -0.3526 0.4737 0.4702 -1.38
C 1.331 -2.056 2.366 -0.8224 0.2823 -0.7462 1.30
C 3.537 1.085 3.735 -0.5400 0.5703 -0.1183 -0.17
C 1.993 0.028 -2.458 -0.1083 -0.4650 0.0884 -1.23
C -2.004 -0.526 1.697 -0.3457 0.1069 -0.2460 -1.98
C 2.202 3.541 4.071 0.1741 -0.2540 -0.0155 -0.50
C 3.897 -1.886 -1.804 0.3826 -0.3605 0.3664 -1.33
C 2.702 2.848 5.186 -0.0789 -0.1477 -0.2789 -0.48
C -3.486 1.386 -3.409 0.2819 -0.1954 -0.7784 -1.17
C -0.693 -1.221 1.602 0.6182 -1.1733 0.8971 0.30
C -2.550 0.926 -1.154 0.0986 -0.2541 1.1361 1.23
C -4.379 2.519 -3.030 0.0828 0.6552 -0.1172 -0.82
C 1.496 -4.246 1.017 0.3290 -0.2463 -0.3789 -1.58
C 1.267 -2.885 -2.233 -0.0055 -0.1310 -0.3024 -1.75
H -1.778 2.839 -1.831 -0.2746 0.0919 0.2516 0.29
H 0.356 -1.761 -4.141 -0.2350 0.2752 -0.0618 0.45
H -3.408 0.629 -0.529 0.2625 0.3276 0.0145 0.79
H 3.756 1.076 5.882 -0.0775 0.3272 -0.2679 0.40
H 1.732 4.519 4.194 0.1226 -0.3184 0.0146 0.37
H -2.816 3.962 0.512 -0.3527 -0.3452 -0.0389 0.43
H -1.692 0.352 -0.750 -0.8001 -0.0892 -0.5691 -1.60
H 4.556 -1.283 -1.158 -0.1694 -0.2949 -0.3142 0.34
H 1.245 2.073 -3.606 -0.2538 0.0659 -0.0050 0.57
H -5.170 1.349 -1.382 -0.1088 0.2146 -0.1559 0.34
H -3.372 1.271 -4.498 -0.5134 -0.6132 0.4151 0.38
H -0.745 0.023 4.088 0.3651 -0.0995 -0.3104 0.38
H -3.808 3.458 -3.124 -0.3655 0.0148 0.1398 0.31
H -5.217 3.778 0.038 0.5254 -0.0028 -0.1914 0.40
H 2.798 -3.358 3.211 -0.0582 0.1544 -0.0469 0.42
H 2.424 -4.116 0.443 -0.1271 -0.2255 0.1286 0.32
H 4.064 -1.633 -2.867 -0.0067 -0.2627 0.5659 0.46
H -2.405 -0.727 2.700 -0.0596 0.1289 -0.2279 0.49
H -2.634 -0.456 -2.906 0.6543 0.5290 -0.1045 0.82
H 2.401 0.905 -1.904 -0.1859 -0.7232 -0.3524 0.42
H 3.381 -1.741 2.798 -0.0520 -0.1463 0.1318 0.12
H -2.710 -0.918 0.952 0.1948 0.2103 0.3428 0.45
H -1.168 -0.867 -4.343 0.2762 0.0248 0.0063 0.33
H -5.162 2.564 -3.801 0.2923 0.0080 0.1042 0.48
H 2.376 -1.981 4.231 -0.0423 0.0342 -0.1939 0.35
H 0.186 -2.697 -2.303 0.4215 -0.0111 0.0515 0.35
H -6.119 2.788 -1.739 0.3448 -0.3066 -0.3423 0.46
H 1.683 -3.052 -3.234 -0.1536 -0.1217 0.1660 0.43
H 4.059 -2.959 -1.629 0.2684 0.3027 -0.0680 0.42
H 0.818 -4.890 0.443 0.2142 0.1478 0.1440 0.32
H 0.879 -0.485 4.586 -0.1272 0.1067 -0.4364 0.33
H -0.926 -4.007 -0.518 -0.1896 0.2511 0.1252 0.43
H 1.768 -4.781 1.939 -0.1808 0.1801 -0.2476 0.48
H 1.392 -3.799 -1.637 0.1678 0.2913 -0.0933 0.50
H 2.583 3.266 6.188 0.0483 -0.1111 -0.3421 0.40
H 4.124 0.180 3.567 -0.2735 0.2488 0.2094 0.50
H 0.694 0.857 3.440 -0.1563 -0.0600 0.3723 0.06
H -2.158 -3.673 0.717 0.1986 0.1508 -0.2276 0.33
H -1.921 0.563 1.568 -0.0903 -0.2999 0.0873 0.36
H -1.240 2.403 -0.227 -0.3205 -0.0467 -0.2450 0.35
H 1.933 3.493 1.903 -0.0298 -0.0577 0.3598 0.34
H -0.271 1.729 -4.477 0.0488 -0.0671 0.6430 0.37
H 0.350 -0.201 -4.983 -0.0417 -0.1355 0.4104 0.51
H -0.313 2.630 -2.937 0.3043 -0.1835 -0.2289 0.28
H 2.450 -0.043 -3.464 -0.0918 -0.0754 0.4909 0.57
H -1.935 -2.541 -0.642 0.0663 -0.2649 0.1463 0.16

Values of energy above the lowest of the compared OMol25 structures with the same formula, charge and spin, in order: 0.0; 7.7; 7.8, all in kcal per mole.